Density functional theory data (ωB97M-V/def2-TZVPD) for a structure of composition C4H12N2.

Geometry as XYZ:
```
18
Properties=species:S:1:pos:R:3:nbo_charge:R:1
N -1.695 2.886 -1.671 -1.09
C 0.388 -1.978 2.329 -0.60
C -0.091 -1.141 1.145 -0.43
C 0.918 -0.897 -0.013 -0.44
C 0.488 -0.062 -1.071 -0.12
N 1.029 1.139 -1.557 -0.68
H -1.861 2.899 -2.670 0.36
H -0.708 2.710 -1.573 0.37
H 1.384 -1.634 2.596 0.21
H -0.310 -1.844 3.156 0.21
H 0.303 -3.030 2.058 0.20
H 0.065 -0.069 1.286 0.21
H -1.140 -1.417 0.973 0.20
H 1.584 -1.705 -0.319 0.24
H -0.316 -0.461 -1.691 0.22
H 0.343 1.028 -0.511 0.42
H 1.968 1.345 -1.193 0.36
H -2.349 2.231 -1.273 0.36
```

Charge: 0
Energy above the lowest of the compared OMol25 structures with the same formula, charge and spin in kcal/mol: 156.6
Energy in a.u.: -268.86684
LUMO energy in eV: -0.380
HOMO-LUMO gap in eV: 6.8
HOMO level in eV: -7.2


Density functional theory data (ωB97M-V/def2-TZVPD) for a cluster of 2 separate species, C4H12N2 in total.

Geometry as XYZ:
```
18
Properties=species:S:1:pos:R:3:nbo_charge:R:1
C -0.364 -2.167 -1.858 -0.04
N -0.079 -1.833 -0.677 -0.41
C 1.334 -1.632 -0.367 -0.46
H -1.093 -2.925 -2.117 0.19
H 0.433 -2.001 -2.594 0.12
H 1.672 -1.983 0.686 0.21
H 1.956 -2.359 -0.889 0.19
H 1.661 -0.649 -0.566 0.20
C 0.032 1.592 2.013 -0.44
N -1.221 1.442 1.186 -0.62
C -1.113 1.661 -0.436 -0.44
H 1.030 1.585 1.324 0.16
H 0.005 0.902 2.912 0.22
H 0.040 2.689 2.374 0.19
H -1.226 0.421 1.240 0.34
H -0.367 0.878 -0.832 0.18
H -2.078 1.724 -1.004 0.22
H -0.623 2.656 -0.397 0.19
```

Charge: 0
Energy above the lowest of the compared OMol25 structures with the same formula, charge and spin in kcal/mol: 88.7
Structure (SMILES): C=NC.CNC
Energy in a.u.: -268.97506
LUMO energy in eV: 0.790
HOMO-LUMO gap in eV: 9.7
HOMO level in eV: -8.9


Density functional theory data (ωB97M-V/def2-TZVPD) for the molecule C4H12N2.

Geometry as XYZ:
```
18
Properties=species:S:1:pos:R:3:nbo_charge:R:1
C 1.735 0.394 1.052 -0.41
N 0.391 0.126 0.561 -0.45
C -0.499 1.191 1.081 -0.43
C 0.366 -0.018 -0.894 -0.21
C -0.911 -0.731 -1.367 -0.23
N -1.188 -1.903 -0.579 -0.84
H 1.760 0.352 2.138 0.20
H 2.209 1.331 0.711 0.16
H 2.444 -0.357 0.676 0.20
H -1.154 1.634 0.327 0.19
H -1.107 0.802 1.897 0.20
H 0.091 2.008 1.501 0.19
H 1.282 -0.533 -1.173 0.20
H 0.410 1.003 -1.318 0.16
H -0.740 -0.961 -2.421 0.20
H -1.719 0.010 -1.373 0.16
H -1.671 -2.642 -1.078 0.36
H -1.701 -1.705 0.257 0.36
```

Charge: 0
Energy above the lowest of the compared OMol25 structures with the same formula, charge and spin in kcal/mol: 24.7
Structure (SMILES): CN(C)CCN
Energy in a.u.: -269.07693
LUMO energy in eV: 1.151
HOMO-LUMO gap in eV: 9.5
HOMO level in eV: -8.3


Density functional theory data (ωB97M-V/def2-TZVPD) for the molecule C4H12N2.

Geometry as XYZ:
```
18
Properties=species:S:1:pos:R:3:nbo_charge:R:1
N 2.057 0.875 1.036 -0.84
C 0.687 1.437 0.742 -0.21
C 0.222 0.953 -0.680 -0.42
C 0.150 -0.584 -0.790 -0.43
C -0.856 -1.294 0.109 -0.24
N -2.192 -1.383 -0.565 -0.80
H 2.198 0.968 2.039 0.34
H 2.015 -0.146 0.994 0.34
H 0.085 0.986 1.554 0.16
H 0.743 2.560 0.925 0.20
H 0.702 1.543 -1.443 0.22
H -0.807 1.263 -0.511 0.19
H -0.087 -0.875 -1.839 0.21
H 1.202 -0.954 -0.785 0.21
H -0.826 -0.851 1.120 0.19
H -0.579 -2.351 0.104 0.20
H -2.029 -0.954 -1.485 0.34
H -2.721 -0.591 -0.195 0.34
```

Charge: 0
Energy above the lowest of the compared OMol25 structures with the same formula, charge and spin in kcal/mol: 32.3
Structure (SMILES): NCCCCN
Energy in a.u.: -269.06492
LUMO energy in eV: 1.026
HOMO-LUMO gap in eV: 10.5
HOMO level in eV: -9.4


Density functional theory data (ωB97M-V/def2-TZVPD) for a cluster of 2 separate species, C4H12N2 in total.

Geometry as XYZ:
```
18
Properties=species:S:1:pos:R:3:nbo_charge:R:1
C 1.255 -0.577 0.200 -0.48
C 0.093 -0.537 -0.507 0.01
C 0.045 0.068 -1.886 -0.65
C -1.036 -1.482 -0.190 -0.65
H 1.383 -1.294 0.999 0.21
H 2.162 -0.168 -0.223 0.21
H 0.874 0.754 -2.050 0.22
H 0.108 -0.715 -2.646 0.22
H -0.895 0.598 -2.043 0.22
H -1.999 -0.991 -0.335 0.21
H -0.974 -1.841 0.836 0.22
H -1.008 -2.347 -0.855 0.22
N -0.715 1.636 1.343 -0.64
N 0.549 1.605 1.942 -0.65
H -1.321 1.054 1.921 0.33
H -0.668 1.072 0.419 0.32
H 1.099 0.737 1.473 0.33
H 1.047 2.428 1.602 0.33
```

Charge: 0
Energy above the lowest of the compared OMol25 structures with the same formula, charge and spin in kcal/mol: 54.9
Structure (SMILES): C=C(C)C.NN
Energy in a.u.: -269.02891
LUMO energy in eV: 0.778
HOMO-LUMO gap in eV: 10.0
HOMO level in eV: -9.2


Density functional theory data (ωB97M-V/def2-TZVPD) for the molecule C4H12N2.

Geometry as XYZ:
```
18
Properties=species:S:1:pos:R:3:nbo_charge:R:1
C -0.932 -1.238 -1.994 -0.60
C 0.074 -0.474 -1.143 -0.43
C -0.576 0.741 -0.489 -0.23
N 0.034 1.343 0.665 -0.64
C 0.209 0.482 1.837 -0.05
N 1.593 0.058 2.014 -0.88
H -1.524 -0.576 -2.620 0.20
H -1.635 -1.789 -1.367 0.20
H -0.457 -1.927 -2.674 0.21
H 0.641 -1.022 -0.395 0.21
H 0.795 -0.079 -1.860 0.20
H -1.666 0.601 -0.343 0.18
H -0.831 1.549 -1.201 0.20
H 0.891 1.830 0.450 0.36
H -0.182 1.019 2.698 0.16
H -0.334 -0.438 1.619 0.18
H 1.742 -0.865 2.380 0.37
H 2.160 0.786 2.422 0.36
```

Charge: 0
Energy above the lowest of the compared OMol25 structures with the same formula, charge and spin in kcal/mol: 22.9
Structure (SMILES): CCCNCN
Energy in a.u.: -269.07985
LUMO energy in eV: 1.203
HOMO-LUMO gap in eV: 9.8
HOMO level in eV: -8.6


> Which of these has the lowest HOMO-LUMO gap?

number 1